Record 1
Molecular formula: C4H8BrNO3
Method: DFT, ωB97M-V/def2-TZVPD

Each atom is followed by the atoms it is bonded to, with distances in Å.
Cartesian coordinates (Å):
1 C 0.44 -2.04 -0.28  C4 1.479, O6 1.212, O7 1.335
2 C 0.28 1.06 0.78  C3 1.502, H10 1.093, H11 1.082, H12 1.150
3 C -0.03 0.46 -0.56  C2 1.502, C4 1.507, O8 1.448, H13 1.139
4 C -0.55 -0.94 -0.37  C1 1.479, C3 1.507, N5 1.267
5 N -1.75 -1.35 -0.35  C4 1.267, H15 0.995
6 O 1.64 -1.84 -0.27  C1 1.212
7 O -0.04 -3.24 0.04  C1 1.335, H14 0.988
8 O -0.84 1.26 -1.46  C3 1.448, H17 0.945
9 Br 4.36 -0.07 0.18  H16 1.340
10 H 0.83 0.44 1.49  C2 1.093
11 H -0.64 1.47 1.18  C2 1.082
12 H 0.90 2.03 0.64  C2 1.150
13 H 0.93 0.37 -1.17  C3 1.139
14 H -1.00 -3.11 -0.18  O7 0.988
15 H -2.56 -0.77 -0.30  N5 0.995
16 H 3.53 -1.08 -0.07  Br9 1.340
17 H -1.73 1.04 -1.72  O8 0.945

Results
SMILES: [H]/N=C(/C(=O)O)[C@H](C)O.Br
HOMO-LUMO gap in eV: 10.0098
Energy in Eh: -3011.67984
Relative energy (zero: lowest compared OMol25 entry of this formula, charge and spin) in eV: 0.467

Record 2
Molecular formula: C5H36N2O11S
Method: DFT, ωB97M-V/def2-TZVPD

Each atom is followed by the atoms it is bonded to, with distances in Å.
Cartesian coordinates (Å):
1 C 2.31 -1.75 -0.12  C2 1.517, H9 1.087, H10 1.082, H11 1.097
2 C 0.80 -1.67 -0.29  C1 1.517, C3 1.539, N6 1.500, H12 1.095
3 C 0.23 -0.57 0.62  C2 1.539, C4 1.545, H13 1.091, H14 1.087
4 C -1.11 0.05 0.17  C3 1.545, S5 1.841, H15 1.092, H16 1.077
5 S -2.45 -1.11 -0.34  C4 1.841, H17 1.333
6 N 0.20 -3.02 -0.04  C2 1.500, C7 1.471, H18 1.011
7 C 0.69 -3.75 1.14  N6 1.471, N8 1.493, H19 1.086, H20 1.092
8 N 1.20 -5.09 0.70  C7 1.493, H21 1.024, H22 1.016
9 H 2.87 -1.23 -0.89  C1 1.087
10 H 2.76 -2.73 -0.14  C1 1.082
11 H 2.71 -1.31 0.80  C1 1.097
12 H 0.50 -1.45 -1.32  C2 1.095
13 H 0.02 -0.92 1.64  C3 1.091
14 H 0.95 0.24 0.59  C3 1.087
15 H -0.86 0.66 -0.70  C4 1.092
16 H -1.40 0.66 1.01  C4 1.077
17 H -3.41 -0.47 0.33  S5 1.333
18 H -0.81 -2.91 0.00  N6 1.011
19 H 1.58 -3.28 1.54  C7 1.086
20 H -0.15 -4.00 1.79  C7 1.092
21 H 0.47 -5.39 0.05  N8 1.024
22 H 1.93 -5.01 -0.01  N8 1.016
23 H 0.25 5.52 -0.13  O25 0.968
24 H -0.08 4.45 -1.08  O25 0.972
25 O 0.35 4.56 -0.22  H23 0.968, H24 0.972
26 H -1.50 -0.21 -2.79  O28 0.961
27 H -1.99 -0.70 -4.20  O28 0.958
28 O -1.44 -0.06 -3.74  H26 0.961, H27 0.958
29 H -1.95 3.96 -0.11  O31 0.959
30 H -2.72 3.35 -1.33  O31 0.958
31 O -2.70 3.42 -0.37  H29 0.959, H30 0.958
32 H -0.98 -3.89 -2.42  O34 0.961
33 H 0.43 -3.92 -1.85  O34 0.974
34 O -0.08 -4.13 -2.66  H32 0.961, H33 0.974
35 H -0.81 2.05 -3.00  O37 0.963
36 H 0.18 2.48 -1.84  O37 0.960
37 O -0.60 2.73 -2.34  H35 0.963, H36 0.960
38 H 2.51 -0.09 -3.01  O40 0.953
39 H 1.11 0.34 -3.77  O40 0.958
40 O 1.62 0.25 -2.97  H38 0.953, H39 0.958
41 H -0.83 -1.61 4.97  O43 0.962
42 H -0.23 -1.90 3.60  O43 0.963
43 O -0.05 -1.44 4.42  H41 0.962, H42 0.963
44 H 1.22 3.91 2.33  O46 0.962
45 H 0.84 2.50 2.03  O46 0.975
46 O 1.24 3.28 1.61  H44 0.962, H45 0.975
47 H 2.27 3.15 -0.87  O49 0.953
48 H 3.10 4.28 -0.10  O49 0.952
49 O 3.13 3.47 -0.60  H47 0.953, H48 0.952
50 H -4.24 1.86 1.56  O52 0.961
51 H -3.06 1.43 0.68  O52 0.964
52 O -3.53 1.21 1.50  H50 0.961, H51 0.964
53 H 0.58 1.40 3.59  O55 0.967
54 H -0.86 1.08 3.61  O55 0.963
55 O -0.16 1.29 2.98  H53 0.967, H54 0.963

Results
SMILES: C[C@H](CCS)NCN.O.O.O.O.O.O.O.O.O.O.O
HOMO-LUMO gap in eV: 8.9585
Energy in Eh: -1547.36838
Relative energy (zero: lowest compared OMol25 entry of this formula, charge and spin) in eV: 2.820

Record 3
Molecular formula: C2H6NO3
Method: DFT, ωB97M-V/def2-TZVPD

Each atom is followed by the atoms it is bonded to, with distances in Å.
Cartesian coordinates (Å):
1 O 2.53 0.17 -0.26  C2 1.243
2 C 1.30 0.03 -0.13  O1 1.243, O3 1.310, C4 1.481
3 O 0.74 -0.06 1.05  C2 1.310
4 C 0.28 -0.16 -1.18  C2 1.481, N5 1.524, H6 1.151, H7 1.191
5 N -0.93 0.76 -1.12  C4 1.524, H8 1.119, H9 1.005
6 H 0.55 -0.10 -2.30  C4 1.151
7 H 0.03 -1.32 -1.30  C4 1.191
8 H -0.64 1.61 -1.79  N5 1.119
9 H -0.72 1.08 -0.19  N5 1.005
10 H -1.35 -1.36 2.68  O12 0.941
11 H -0.54 -0.22 1.89  O12 1.053
12 O -1.26 -0.43 2.63  H10 0.941, H11 1.053

Results
HOMO-LUMO gap in eV: 8.9168
Energy in Eh: -360.31669
Net charge: -1
Relative energy (zero: lowest compared OMol25 entry of this formula, charge and spin) in eV: 1.484

Record 4
Molecular formula: C6H12
Method: DFT, ωB97M-V/def2-TZVPD

Each atom is followed by the atoms it is bonded to, with distances in Å.
Cartesian coordinates (Å):
1 C 1.88 1.19 1.21  C2 1.537, H4 1.110, H5 1.094, H6 1.080
2 C 0.85 2.32 1.32  C1 1.537, C3 1.320, H7 1.073
3 C 0.83 3.28 0.41  C2 1.320, H8 1.088, H9 1.084
4 H 2.26 1.12 0.17  C1 1.110
5 H 2.86 1.54 1.55  C1 1.094
6 H 1.57 0.21 1.56  C1 1.080
7 H 0.19 2.18 2.15  C2 1.073
8 H 0.28 4.21 0.49  C3 1.088
9 H 1.54 3.30 -0.40  C3 1.084
10 C -1.98 -2.28 0.06  C11 1.546, H13 1.085, H14 1.085, H15 1.092
11 C -1.56 -2.39 -1.43  C10 1.546, C12 1.309, H16 1.080
12 C -0.50 -1.80 -1.91  C11 1.309, H17 1.094, H18 1.089
13 H -0.99 -2.32 0.49  C10 1.085
14 H -2.49 -1.35 0.29  C10 1.085
15 H -2.63 -3.07 0.43  C10 1.092
16 H -2.30 -2.93 -2.01  C11 1.080
17 H -0.20 -1.81 -2.96  C12 1.094
18 H 0.39 -1.40 -1.43  C12 1.089

Results
SMILES: C=CC.C=CC
HOMO-LUMO gap in eV: 10.7028
Energy in Eh: -235.71714
Relative energy (zero: lowest compared OMol25 entry of this formula, charge and spin) in eV: 2.751

Record 5
Molecular formula: C7H12I2NO
Method: DFT, ωB97M-V/def2-TZVPD

Each atom is followed by the atoms it is bonded to, with distances in Å.
Cartesian coordinates (Å):
1 C 0.29 0.91 -1.10  C3 1.536, C6 1.505, O9 1.221
2 C 0.33 -1.41 -0.83  C3 1.516, C4 1.340, H13 1.176
3 C 0.25 -0.15 0.01  C1 1.536, C2 1.516, N8 1.569, H14 1.063
4 C 1.42 -2.18 -0.90  C2 1.340, I10 2.098, H15 1.017
5 C -1.85 -0.87 1.35  N8 1.440, I11 2.194, H12 1.207, H16 1.106
6 C 1.61 1.35 -1.68  C1 1.505, H17 1.191, H18 1.046, H19 1.041
7 C -0.77 1.27 1.76  N8 1.490, H20 1.045, H21 1.132, H22 1.208
8 N -1.08 0.20 0.77  C3 1.569, C5 1.440, C7 1.490, H23 1.105
9 O -0.73 1.56 -1.31  C1 1.221
10 I 3.17 -1.83 0.21  C4 2.098
11 I -3.28 -1.75 -0.06  C5 2.194
12 H -1.11 -1.75 1.70  C5 1.207
13 H -0.52 -1.71 -1.59  C2 1.176
14 H 0.90 0.03 0.84  C3 1.063
15 H 1.37 -2.91 -1.60  C4 1.017
16 H -2.50 -0.42 2.13  C5 1.106
17 H 1.78 0.93 -2.77  C6 1.191
18 H 2.38 0.89 -1.14  C6 1.046
19 H 1.71 2.38 -1.84  C6 1.041
20 H -0.62 2.23 1.37  C7 1.045
21 H -1.60 1.30 2.52  C7 1.132
22 H 0.35 1.03 2.15  C7 1.208
23 H -1.50 0.89 0.02  N8 1.105

Results
SMILES: CC(=O)[C@H](/C=C\I)[N@H+](C)CI
HOMO-LUMO gap in eV: 9.2011
Energy in Eh: -998.95406
Net charge: +1
Relative energy (zero: lowest compared OMol25 entry of this formula, charge and spin) in eV: 0.000

Record 6
Molecular formula: C4H21NO6
Method: DFT, ωB97M-V/def2-TZVPD

Each atom is followed by the atoms it is bonded to, with distances in Å.
Cartesian coordinates (Å):
1 C 1.80 -0.50 -0.70  C2 1.537, H7 1.107, H8 1.100, H9 1.122
2 C 0.67 0.05 0.18  C1 1.537, C3 1.527, N4 1.491, H10 1.143
3 C -0.51 0.51 -0.67  C2 1.527, H11 1.107, H12 1.029, H13 1.090
4 N 1.14 1.15 1.08  C2 1.491, C5 1.482, H14 1.053
5 C 1.53 2.40 0.39  N4 1.482, O6 1.400, H15 1.147, H16 1.119
6 O 2.14 3.24 1.33  C5 1.400, H17 1.000
7 H 2.16 0.20 -1.47  C1 1.107
8 H 2.67 -0.81 -0.11  C1 1.100
9 H 1.42 -1.42 -1.24  C1 1.122
10 H 0.30 -0.75 0.91  C2 1.143
11 H -1.28 0.94 0.00  C3 1.107
12 H -0.28 1.20 -1.40  C3 1.029
13 H -0.98 -0.32 -1.19  C3 1.090
14 H 1.93 0.80 1.69  N4 1.053
15 H 2.40 2.26 -0.35  C5 1.147
16 H 0.62 2.84 -0.08  C5 1.119
17 H 1.53 3.36 2.11  O6 1.000
18 H -3.09 -1.07 2.00  O20 0.954
19 H -1.76 -0.32 2.17  O20 0.971
20 O -2.14 -1.20 2.04  H18 0.954, H19 0.971
21 H -0.54 1.41 2.00  O23 0.965
22 H -1.18 1.44 3.42  O23 0.965
23 O -1.37 1.33 2.48  H21 0.965, H22 0.965
24 H -1.50 -3.62 0.45  O26 0.973
25 H -1.46 -2.15 0.78  O26 0.968
26 O -1.15 -2.77 0.11  H24 0.973, H25 0.968
27 H 0.47 -0.01 -3.00  O29 0.926
28 H -0.26 -1.30 -3.27  O29 0.977
29 O 0.39 -0.68 -3.64  H27 0.926, H28 0.977
30 H -1.14 -3.27 -2.89  O32 0.986
31 H -1.27 -2.47 -1.58  O32 0.970
32 O -1.34 -2.38 -2.54  H30 0.986, H31 0.970

Results
SMILES: CC(C)NCO.O.O.O.O.O
HOMO-LUMO gap in eV: 10.0965
Energy in Eh: -671.19264
Relative energy (zero: lowest compared OMol25 entry of this formula, charge and spin) in eV: 0.782